(1)
{
  "formula": "C5H7NS",
  "method": "wB97M-V/def2-TZVPD",
  "species": ["C", "C", "C", "C", "C", "N", "S", "H", "H", "H", "H", "H", "H", "H"],
  "xyz": [[-0.422, -1.351, 0.825], [0.198, 2.373, -1.552], [0.579, 0.783, 0.400], [0.687, 2.035, -0.358], [-0.584, -2.696, 0.210], [0.031, -0.344, 0.075], [-0.801, -0.941, 2.399], [-0.328, 1.863, -2.248], [0.294, 3.406, -1.838], [1.160, 0.812, 1.331], [1.024, 2.842, 0.238], [-0.957, -3.180, 1.131], [0.402, -3.135, 0.003], [-1.284, -2.465, -0.617]],
  "smiles": "C=C/C=N/C(C)=S",
  "de_lowest_kcal_mol": 54.7,
  "charge": 0,
  "homo_energy_ev": -8.3,
  "gap_ev": 7.238
}

(2)
{
  "formula": "C42H48CaN5O3S2Te",
  "method": "wB97M-V/def2-TZVPD",
  "species": ["Ca", "C", "N", "C", "C", "N", "C", "C", "C", "C", "C", "C", "C", "S", "C", "C", "C", "C", "C", "C", "S", "H", "H", "H", "H", "H", "H", "H", "H", "H", "H", "H", "H", "H", "H", "H", "H", "H", "H", "N", "N", "C", "O", "O", "H", "H", "H", "C", "C", "C", "C", "C", "C", "Te", "N", "C", "O", "C", "C", "C", "C", "C", "C", "C", "C", "C", "C", "C", "C", "C", "C", "C", "C", "C", "C", "H", "H", "H", "H", "H", "H", "H", "H", "H", "H", "H", "H", "H", "H", "H", "H", "H", "H", "H", "H", "H", "H", "H", "H", "H", "H", "H"],
  "xyz": [[-0.048, 0.792, 2.015], [-0.615, 3.670, 3.469], [-1.074, 2.395, 4.037], [-2.532, 2.349, 4.124], [-3.258, 2.187, 2.798], [-3.353, 0.808, 2.342], [-4.116, 0.745, 1.108], [-3.852, -0.114, 3.329], [-5.178, -0.022, 3.740], [-5.725, -0.890, 4.670], [-4.906, -1.884, 5.200], [-3.588, -1.982, 4.804], [-3.002, -1.106, 3.863], [-1.323, -1.313, 3.474], [-0.431, 2.169, 5.316], [-1.126, 2.373, 6.506], [-0.537, 2.176, 7.747], [0.790, 1.776, 7.802], [1.495, 1.582, 6.629], [0.924, 1.765, 5.358], [1.908, 1.502, 3.947], [-1.008, 4.520, 4.048], [-0.945, 3.772, 2.433], [0.474, 3.688, 3.471], [-2.918, 3.263, 4.605], [-2.800, 1.506, 4.760], [-2.762, 2.757, 2.005], [-4.266, 2.635, 2.914], [-5.133, 1.163, 1.217], [-4.206, -0.291, 0.787], [-3.600, 1.305, 0.330], [-5.800, 0.761, 3.316], [-6.761, -0.796, 4.974], [-5.300, -2.584, 5.929], [-2.950, -2.750, 5.222], [-2.160, 2.686, 6.485], [-1.117, 2.326, 8.649], [1.272, 1.605, 8.759], [2.527, 1.258, 6.660], [-0.909, 3.210, -1.302], [-1.166, 1.935, -1.855], [-1.244, 0.862, -1.050], [-2.338, -0.645, -2.605], [-1.350, 1.019, 0.174], [-1.754, 3.500, -0.818], [-0.190, 3.087, -0.578], [-0.833, 1.805, -2.808], [3.728, -6.293, -5.234], [3.236, -5.244, -4.272], [1.950, -5.276, -3.762], [1.489, -4.304, -2.875], [0.072, -4.435, -2.370], [2.315, -3.237, -2.495], [1.547, -1.684, -1.039], [1.606, 0.139, 0.413], [1.897, 1.381, 0.168], [1.188, 2.348, 0.630], [3.072, 1.767, -0.693], [3.043, 2.973, -1.384], [4.081, 3.320, -2.235], [5.172, 2.473, -2.384], [5.219, 1.281, -1.673], [4.171, 0.930, -0.834], [0.190, -0.703, -2.296], [-1.191, -0.527, -1.700], [-1.582, -1.564, -0.652], [-2.503, 0.038, -3.768], [-1.582, 0.558, -4.596], [-2.096, 1.274, -5.823], [-0.157, 0.574, -4.416], [0.632, -0.023, -3.440], [2.115, 0.184, -3.693], [3.633, -3.220, -2.983], [4.648, -2.175, -2.586], [4.069, -4.215, -3.854], [2.969, -7.060, -5.397], [4.629, -6.783, -4.859], [3.974, -5.852, -6.203], [1.283, -6.085, -4.047], [-0.201, -5.487, -2.265], [-0.633, -3.966, -3.061], [-0.044, -3.954, -1.402], [2.186, 3.620, -1.251], [4.040, 4.252, -2.788], [5.984, 2.742, -3.050], [6.071, 0.620, -1.779], [4.187, 0.005, -0.273], [-1.004, -1.499, 0.265], [-1.470, -2.555, -1.089], [-2.629, -1.411, -0.399], [-3.560, 0.145, -3.986], [-3.173, 1.147, -5.936], [-1.610, 0.890, -6.724], [-1.883, 2.346, -5.773], [0.387, 1.106, -5.192], [2.366, 1.240, -3.568], [2.382, -0.110, -4.710], [2.732, -0.369, -2.994], [4.480, -1.821, -1.570], [4.607, -1.306, -3.243], [5.656, -2.588, -2.650], [5.094, -4.183, -4.213]],
  "spin_multiplicity": 2,
  "de_lowest_kcal_mol": 46.5,
  "charge": -2,
  "homo_energy_ev": [-1.3, -1.3],
  "gap_ev": [5.198, 5.210]
}

(3)
{
  "formula": "C6H21HgO6",
  "method": "wB97M-V/def2-TZVPD",
  "species": ["Hg", "C", "C", "O", "H", "H", "H", "H", "H", "C", "C", "O", "H", "H", "H", "H", "H", "C", "C", "O", "H", "H", "H", "H", "H", "O", "H", "H", "O", "H", "H", "O", "H", "H"],
  "xyz": [[0.054, -0.334, -0.466], [-2.950, 0.209, 1.483], [-3.026, 0.544, 0.013], [-2.113, -0.113, -0.763], [-1.937, 0.284, 1.887], [-3.208, -0.851, 1.650], [-3.683, 0.755, 2.090], [-2.862, 1.646, -0.088], [-4.083, 0.506, -0.333], [0.854, 3.687, -1.884], [0.883, 2.172, -1.977], [1.185, 1.588, -0.748], [-0.037, 4.032, -1.356], [0.818, 4.080, -2.913], [1.709, 4.142, -1.381], [1.554, 1.853, -2.813], [-0.131, 1.838, -2.271], [1.835, -1.620, 2.773], [0.507, -0.866, 2.669], [0.485, 0.165, 1.788], [2.145, -2.112, 1.841], [1.736, -2.394, 3.554], [2.682, -1.011, 3.101], [0.333, -0.490, 3.714], [-0.328, -1.605, 2.582], [2.423, -1.124, -0.709], [2.466, -1.928, -1.236], [3.302, -0.737, -0.743], [-0.053, -2.706, 0.004], [-0.844, -3.250, 0.004], [0.657, -3.256, 0.347], [-0.179, -0.949, -2.900], [0.374, -0.477, -3.530], [-0.567, -1.681, -3.386]],
  "de_lowest_kcal_mol": 0.0,
  "charge": -1,
  "homo_energy_ev": -3.4,
  "gap_ev": 5.711
}

(4)
{
  "formula": "C32H43FeN12",
  "method": "wB97M-V/def2-TZVPD",
  "species": ["Fe", "C", "C", "C", "C", "C", "C", "C", "C", "C", "C", "C", "C", "N", "C", "C", "C", "C", "C", "N", "C", "C", "C", "C", "H", "H", "H", "H", "H", "H", "H", "H", "H", "H", "H", "H", "H", "H", "H", "H", "H", "H", "H", "H", "H", "H", "H", "H", "H", "H", "H", "H", "H", "N", "C", "N", "N", "N", "N", "C", "N", "N", "N", "N", "H", "C", "N", "C", "C", "C", "C", "C", "C", "C", "C", "H", "H", "H", "H", "H", "H", "H", "H", "H", "H", "H", "H", "H"],
  "xyz": [[-0.198, -0.023, -0.936], [-0.295, -3.000, 3.415], [0.758, -1.905, 3.212], [1.301, -1.416, 4.556], [1.860, -2.395, 2.279], [2.585, -3.527, 2.641], [3.525, -4.082, 1.791], [3.687, -3.534, 0.527], [2.963, -2.422, 0.103], [3.047, -2.121, -1.394], [3.258, -0.713, -1.937], [1.865, -2.772, -2.124], [2.100, -1.794, 1.026], [1.454, -0.588, 0.694], [1.620, 0.397, 1.507], [0.984, 1.652, 1.360], [1.198, 2.777, 2.167], [0.453, 3.796, 1.591], [-0.180, 3.241, 0.450], [0.117, 1.927, 0.321], [-0.925, 4.075, -0.585], [-1.486, 5.342, 0.063], [0.077, 4.486, -1.674], [-2.069, 3.312, -1.238], [-1.141, -2.609, 3.988], [0.115, -3.852, 3.968], [-0.668, -3.363, 2.455], [0.250, -1.070, 2.734], [1.835, -2.217, 5.076], [0.485, -1.081, 5.203], [1.996, -0.584, 4.427], [2.401, -3.988, 3.607], [4.095, -4.953, 2.089], [4.380, -3.996, -0.169], [3.944, -2.643, -1.735], [1.907, 0.470, -0.979], [3.481, -0.869, -2.995], [4.518, -0.091, -0.387], [0.930, -2.264, -1.901], [1.765, -3.816, -1.817], [2.017, -2.737, -3.207], [2.314, 0.302, 2.351], [1.836, 2.824, 3.040], [0.378, 4.817, 1.935], [-0.690, 5.997, 0.423], [-2.135, 5.100, 0.910], [-2.071, 5.903, -0.673], [0.919, 5.027, -1.232], [-0.403, 5.127, -2.422], [0.468, 3.606, -2.180], [-2.860, 3.131, -0.504], [-1.724, 2.363, -1.638], [-2.498, 3.890, -2.063], [1.572, 1.821, -3.544], [0.231, 1.448, -3.738], [-0.426, 1.876, -4.800], [-1.676, 1.402, -4.623], [-1.742, 0.731, -3.515], [-0.530, 0.748, -2.911], [2.490, 1.268, -2.712], [3.704, 1.760, -2.688], [4.619, 1.275, -1.826], [4.402, -0.035, -1.392], [2.098, 0.172, -1.941], [1.927, 2.505, -4.194], [-2.413, 0.805, 1.224], [-3.662, 0.271, 0.582], [-4.766, 1.264, 0.601], [-3.415, -0.290, -0.815], [-2.786, -1.626, -0.669], [-3.632, -2.741, -0.732], [-3.121, -4.013, -0.518], [-1.769, -4.133, -0.211], [-0.953, -3.006, -0.155], [-1.406, -1.695, -0.404], [-2.607, 0.922, 2.289], [-2.165, 1.755, 0.760], [-1.601, 0.115, 1.026], [-3.950, -0.544, 1.122], [-4.472, 2.117, -0.001], [-4.945, 1.581, 1.627], [-5.661, 0.812, 0.183], [-2.790, 0.426, -1.349], [-4.400, -0.344, -1.282], [-4.683, -2.619, -0.990], [-3.756, -4.887, -0.602], [-1.348, -5.116, -0.021], [0.094, -3.157, 0.100]],
  "spin_multiplicity": 5,
  "charge": -1,
  "homo_energy_ev": [-3.6, -2.1],
  "gap_ev": [5.744, 4.190]
}